Record 1
Formula: C43H48BrCsN8O7S3
Source: the Open Molecules 2025 dataset
Level of theory: wB97M-V/def2-TZVPD

Geometry as XYZ:
```
111
Properties=species:S:1:pos:R:3:lowdin_charge:R:1
Cs -1.4100 1.6858 0.1760 1.158
N -5.4777 0.9421 3.6071 0.003
C -4.0805 0.8465 3.4842 -0.994
S -3.4360 -0.6316 2.9649 0.473
N -3.4801 1.9598 3.8809 -0.040
N -2.1274 1.9587 3.6024 0.040
C -1.4046 2.6002 4.4441 -0.215
C -1.8748 3.1394 5.7549 -0.172
C -2.6514 2.3557 6.6102 -0.027
C -3.0791 2.8551 7.8294 -0.094
C -2.7465 4.1502 8.2134 -0.121
C -1.9784 4.9377 7.3696 -0.103
C -1.5438 4.4327 6.1500 -0.041
C 0.0067 2.8645 4.0587 -0.213
C 1.0330 2.9785 5.0018 -0.025
C 2.3242 3.2484 4.5773 -0.081
C 2.5724 3.4197 3.2227 -0.083
C 1.4878 3.2831 2.3694 -0.159
N 0.2569 2.9981 2.7540 0.111
H -5.9494 0.2420 3.0579 0.034
H -5.8162 1.8855 3.4803 0.062
H -2.9064 1.3513 6.2990 0.114
H -3.6811 2.2350 8.4828 0.093
H -3.0893 4.5414 9.1644 0.086
H -1.7210 5.9515 7.6530 0.091
H -0.9538 5.0544 5.4868 0.119
H 0.8130 2.8494 6.0533 0.111
H 3.1265 3.3234 5.3027 0.096
H 3.5559 3.6486 2.8349 0.097
H 1.6171 3.4278 1.2983 0.109
O 1.0682 0.6382 -0.4414 -0.748
S 1.6092 -0.2078 0.6739 0.926
C 3.2464 0.5111 1.0973 -0.308
C 4.3051 -0.1732 0.2461 -0.233
C 3.8866 -1.6389 0.2229 -0.232
C 2.4088 -1.6366 -0.1419 -0.296
H 3.3972 0.3274 2.1643 0.091
H 3.1482 1.5828 0.9403 0.072
H 5.3085 -0.0261 0.6524 0.107
H 4.2825 0.2362 -0.7658 0.090
H 4.0188 -2.0852 1.2130 0.114
H 4.4631 -2.2433 -0.4820 0.100
H 1.8632 -2.5328 0.1577 0.058
H 2.2637 -1.4260 -1.2038 0.067
C -1.2159 -2.4684 -6.0851 -0.115
C -1.0451 -2.9705 -4.6558 -0.230
C -1.3328 -1.9079 -3.5952 -0.190
N -0.1869 -1.0468 -3.3283 0.061
C -0.0355 0.1879 -3.8067 -0.856
S -1.0936 1.0257 -4.7503 0.684
N 1.1952 0.7810 -3.4288 0.111
C 2.4611 0.2681 -3.4426 -0.436
O 3.3753 0.8436 -2.8783 0.070
C 2.7282 -0.9822 -4.2269 -0.136
C 3.6879 -1.8632 -3.7407 -0.019
C 3.9906 -3.0195 -4.4419 -0.075
C 3.3564 -3.2861 -5.6490 -0.091
C 2.4215 -2.3921 -6.1509 -0.084
C 2.1030 -1.2455 -5.4389 -0.037
H -1.0777 -3.2756 -6.8089 0.066
H -0.5039 -1.6764 -6.3180 0.037
H -2.2131 -2.0473 -6.2268 0.073
H -0.0272 -3.3447 -4.5057 0.100
H -1.7107 -3.8197 -4.4798 0.102
H -1.5989 -2.3789 -2.6547 0.087
H -2.1634 -1.2689 -3.8928 0.093
H 0.3887 -1.2859 -2.5315 0.137
H 1.1324 1.6856 -2.9818 0.103
H 4.1854 -1.6275 -2.8086 0.105
H 4.7221 -3.7139 -4.0480 0.100
H 3.5938 -4.1883 -6.1988 0.097
H 1.9284 -2.5922 -7.0941 0.103
H 1.3727 -0.5441 -5.8247 0.101
Br -0.1612 8.1576 -0.7240 0.738
C 0.5545 6.6192 -1.5888 -0.605
C 1.6201 6.8398 -2.4529 -0.161
C 2.1788 5.7783 -3.1441 -0.107
C 1.6570 4.5025 -2.9809 -0.081
C 0.5818 4.3071 -2.1289 -0.027
C 0.0084 5.3556 -1.3979 -0.142
C -1.1639 5.0033 -0.4465 -0.742
O -1.2495 5.6162 0.6228 -0.051
O -1.8737 4.0630 -0.8773 -0.312
H 2.0026 7.8445 -2.5762 0.081
H 3.0154 5.9510 -3.8106 0.093
H 2.0901 3.6694 -3.5224 0.091
H 0.1700 3.3098 -1.9966 0.079
C -2.8690 -4.4126 2.7283 -0.083
C -1.9772 -5.3185 1.8871 -0.183
C -1.5400 -4.6772 0.5595 -0.312
C -0.7662 -5.7056 -0.2859 -0.180
C -0.3806 -5.1877 -1.6660 -0.079
C -2.7813 -4.2840 -0.2213 -0.448
O -3.6252 -5.0978 -0.5660 0.058
N -2.8758 -2.9713 -0.5402 0.210
C -1.9305 -1.9526 -0.2296 -0.588
O -2.1937 -0.8552 -0.7109 -0.177
N -0.8272 -2.2426 0.4720 0.188
C -0.5831 -3.5043 0.8678 -0.476
O 0.4570 -3.8067 1.4619 0.006
H -3.0532 -4.8486 3.7119 0.070
H -3.8389 -4.2427 2.2572 0.076
H -2.4087 -3.4341 2.8854 0.046
H -2.4816 -6.2593 1.6509 0.112
H -1.0595 -5.5511 2.4305 0.113
H -1.3879 -6.5994 -0.3743 0.114
H 0.1304 -5.9617 0.2800 0.114
H -1.2607 -5.0473 -2.2975 0.067
H 0.2878 -5.8828 -2.1789 0.071
H 0.1394 -4.2275 -1.5904 0.073
H -3.6983 -2.6531 -1.0311 0.158
```

Calculated values
E_LUMO (Eh): 0.1289
M (g/mol): 1097.9
Highest occupied orbital energy (eV): -2.1420
Net charge: -2
Energy relative to the best compared isomer or geometry (same formula, charge and spin) (eV): 0.9306
Kohn-Sham gap (Eh): 0.208

Record 2
Formula: C43H48Cl4N9O2SeSi4TeTi
Source: the Open Molecules 2025 dataset
Level of theory: wB97M-V/def2-TZVPD

Geometry as XYZ:
```
113
Properties=species:S:1:pos:R:3:mulliken_spin:R:1
Ti 0.1026 -1.9349 -1.6278 0.952
C 2.7193 -2.4290 0.1362 0.005
N 2.1244 -3.2467 -0.8950 0.004
C 1.6006 -4.5282 -0.5283 0.011
C 0.4530 -4.4405 0.4316 0.002
N -0.0137 -3.2368 0.6694 -0.002
C -1.0183 -3.4120 1.5867 0.014
C -1.8425 -2.4725 2.2564 0.000
C -2.7392 -2.9043 3.2070 0.001
C -2.8034 -4.2572 3.5703 0.000
C -2.0918 -5.2086 2.8253 0.000
C -1.2084 -4.7851 1.8288 -0.006
N -0.2472 -5.4193 1.0469 0.001
C 2.7845 -1.0462 -0.5422 0.037
N 1.8511 -0.7111 -1.3959 -0.057
C 2.3172 0.4679 -1.9673 0.030
C 1.7319 1.2465 -2.9848 -0.040
C 2.4663 2.3005 -3.4861 0.001
C 3.7596 2.5852 -2.9815 -0.001
C 4.3049 1.9753 -1.8947 0.001
C 3.5328 0.8710 -1.3831 -0.005
N 3.7847 -0.1254 -0.4456 0.003
H 3.7317 -2.7665 0.3450 0.000
H 2.0417 -2.4685 0.9943 -0.002
H 2.6438 -3.2560 -1.7774 0.006
H 2.4073 -5.1733 -0.1424 0.002
H 1.2689 -5.0363 -1.4745 0.000
H -1.6758 -1.3886 2.0320 -0.002
H -3.4142 -2.2516 3.6991 0.000
H -3.4877 -4.6464 4.3258 0.000
H -2.2388 -6.2872 3.0139 0.000
H 0.0349 -6.3408 1.0509 0.000
H 0.7625 0.9069 -3.3011 0.006
H 2.0450 2.7745 -4.3720 0.000
H 4.2525 3.4530 -3.3601 0.000
H 5.3140 2.1876 -1.4916 0.000
H 4.5576 -0.0479 0.2003 0.000
Cl 0.1439 -0.2718 -8.3211 0.000
C 0.3016 -1.0450 -6.7645 0.002
C 1.1363 -2.1357 -6.7073 0.002
Cl 1.8449 -2.7879 -8.1233 0.000
C 1.4710 -2.7604 -5.5052 -0.001
Cl 2.5672 -4.0916 -5.4810 0.000
C 0.8412 -2.3131 -4.3285 -0.004
O 1.0490 -2.8456 -3.1310 -0.039
C -0.0861 -1.2521 -4.3534 0.014
O -0.5546 -0.9925 -3.1255 0.061
C -0.3116 -0.6112 -5.5828 -0.004
Cl -1.2681 0.8702 -5.5622 0.000
Se -7.0340 -4.8659 -0.2360 0.000
N -6.3732 -3.2755 0.1689 0.000
C -5.0998 -3.2945 -0.2592 0.001
C -4.2166 -2.1400 -0.2179 0.002
C -4.5332 -0.8704 0.3961 -0.002
C -3.6561 0.1523 0.3614 0.002
C -2.4056 -0.1231 -0.3057 0.000
N -2.0514 -1.2769 -0.8123 -0.012
C -2.9559 -2.2651 -0.8518 0.017
C -2.5587 -3.5271 -1.4695 -0.001
N -1.3313 -3.5658 -2.0435 -0.027
C -0.9923 -4.6009 -2.7409 0.020
C -1.7879 -5.7171 -2.9062 0.002
C -3.0269 -5.6577 -2.3082 0.004
C -3.4680 -4.5870 -1.5598 -0.005
C -4.7256 -4.4783 -0.9167 -0.001
N -5.6167 -5.4603 -1.0051 0.000
H -5.5129 -0.7756 0.8920 0.000
H -3.9309 1.1143 0.8207 0.000
H -1.6778 0.5988 -0.4339 0.000
H 0.0410 -4.5469 -3.1909 0.004
H -1.4899 -6.5780 -3.4689 0.000
H -3.7997 -6.4439 -2.4172 0.000
C -2.4587 3.4941 1.5922 0.000
Si -0.8906 4.0811 0.7702 0.000
C -0.9562 5.9918 0.8740 0.000
C -0.8026 3.4771 -0.9819 0.006
Si 0.8245 3.0876 2.0566 -0.001
Te 0.5540 0.6948 1.6466 0.004
Si 2.7067 4.3593 1.4128 -0.001
C 2.6450 5.9029 2.5292 0.000
C 2.6410 4.7211 -0.4846 0.000
C 4.2522 3.3017 1.7265 0.000
Si 0.5501 3.3709 4.3805 0.001
C 0.4040 4.9657 5.2826 0.000
C -0.8669 2.4098 5.0759 0.000
C 2.0582 2.5360 5.0516 0.000
H -3.3851 3.9303 1.1133 0.000
H -2.3858 3.8791 2.6056 0.000
H -2.6084 2.3639 1.5375 0.000
H -1.7241 6.4522 0.3140 0.000
H 0.0813 6.4073 0.6302 0.000
H -1.1076 6.1452 1.9209 0.000
H -1.7924 3.7006 -1.4355 0.000
H -0.6163 2.4221 -0.9580 -0.008
H -0.1134 4.0368 -1.6260 0.000
H 1.6609 6.4171 2.5655 0.000
H 3.4082 6.6423 2.3303 0.000
H 2.8066 5.5593 3.5603 0.000
H 1.6991 5.2829 -0.8161 0.000
H 2.5923 3.7325 -0.8924 0.000
H 3.5365 5.2879 -0.7508 0.000
H 4.3147 2.9516 2.7534 0.000
H 5.1673 3.8130 1.4381 0.000
H 4.0792 2.4036 1.1216 0.000
H -0.4652 5.5414 5.0685 0.000
H 1.2557 5.6829 5.1450 0.000
H 0.4260 4.5790 6.3497 0.000
H -1.6635 3.0920 5.4387 0.000
H -0.5175 1.9222 5.9450 0.000
H -1.3123 1.6599 4.4284 0.000
H 2.9541 3.1469 4.7980 0.000
H 2.1887 1.5403 4.6666 0.000
H 2.1171 2.4877 6.1383 0.000
```

Calculated values
E_LUMO (spin up / spin down) (Eh): -0.0515 / -0.0517
M (g/mol): 1231.5
2S+1: 2
Highest occupied orbital energy (spin up / spin down) (eV): -6.0159 / -6.0164
Net charge: 0
Energy relative to the best compared isomer or geometry (same formula, charge and spin) (eV): 0.6469
Kohn-Sham gap (spin up / spin down) (Eh): 0.170 / 0.169

Record 3
Formula: C43H48N2O3OsP2
Source: the Open Molecules 2025 dataset
Level of theory: wB97M-V/def2-TZVPD

Geometry as XYZ:
```
99
Properties=species:S:1:pos:R:3:mulliken_spin:R:1
Os 0.0283 -0.0565 -3.0679 2.253
C -2.4507 0.0117 -1.2162 0.021
C -2.3531 -0.0937 -2.5942 0.205
C -2.9848 0.9726 -3.4546 0.023
C -2.0030 2.0127 -4.0256 0.036
C -0.5534 1.8031 -3.6344 0.273
C -0.2036 1.8039 -2.2207 0.059
C -1.1913 2.2617 -1.1371 0.029
C -2.2516 1.2918 -0.5385 -0.024
C 1.9523 -0.0350 -3.4018 -0.007
H -2.8035 -0.8188 -0.5989 0.000
H -2.2834 -1.0803 -3.0836 -0.105
H -3.7639 1.4969 -2.8847 0.001
H -3.4772 0.4592 -4.2980 -0.012
H -2.0832 2.0067 -5.1301 0.002
H -2.2910 3.0359 -3.7059 0.007
H 0.2009 2.2506 -4.2839 -0.136
H 0.7925 2.1991 -1.9872 -0.020
H -1.7066 3.1789 -1.4794 -0.004
H -0.5282 2.5684 -0.3079 0.000
H -1.9885 1.0879 0.5138 -0.005
H -3.2233 1.8381 -0.4722 -0.004
H 2.1759 -1.1048 -3.2112 0.004
H 2.4312 0.5911 -2.6238 0.016
H 2.2632 0.2573 -4.4154 0.051
P -0.2937 -1.4186 -6.5234 0.190
P 1.0326 0.7485 -6.7604 0.184
C -1.4502 -0.0568 -6.7440 -0.039
C -0.7220 1.0466 -7.1412 0.019
C -0.4899 -2.5421 -8.0339 0.094
C -1.4820 -2.3505 -9.0109 0.002
C -1.5675 -3.2025 -10.1228 -0.004
C -0.6750 -4.2644 -10.2806 0.017
C 0.2758 -4.5036 -9.2811 -0.001
C 0.3623 -3.6616 -8.1663 0.050
C -0.9395 -2.5555 -5.2974 0.131
C -0.0729 -3.1691 -4.3812 0.055
C -0.5958 -4.0939 -3.4895 -0.034
C -1.9531 -4.4134 -3.5320 0.012
C -2.7904 -3.8645 -4.4964 0.000
C -2.2811 -2.9363 -5.3966 0.053
C 1.7744 0.8872 -8.4630 0.074
C 1.5355 -0.1401 -9.3960 0.031
C 2.0873 -0.0914 -10.6748 -0.014
C 2.9220 0.9676 -11.0450 0.029
C 3.1623 1.9927 -10.1270 -0.013
C 2.5981 1.9547 -8.8490 0.023
C 1.6909 2.3030 -6.0495 0.126
C 2.9860 2.3103 -5.4891 0.041
C 3.5218 3.4946 -4.9972 0.004
C 2.7814 4.6809 -5.0641 0.015
C 1.5141 4.6849 -5.6527 -0.004
C 0.9618 3.4983 -6.1446 0.036
H -2.5277 -0.1445 -6.6292 -0.010
H -1.0405 1.8870 -7.7703 0.005
H -2.1904 -1.5253 -8.9146 0.001
H -2.3365 -3.0257 -10.8772 0.000
H -0.7262 -4.9056 -11.1651 0.001
H 0.9546 -5.3528 -9.3804 0.000
H 1.1109 -3.8611 -7.3946 0.005
H 0.9921 -2.9169 -4.4022 0.009
H 0.0601 -4.5733 -2.7602 -0.001
H -2.3596 -5.1082 -2.7975 0.000
H -3.8426 -4.1552 -4.5635 0.000
H -2.9044 -2.5184 -6.1905 0.001
H 0.9266 -0.9986 -9.1082 0.020
H 1.8680 -0.8837 -11.3884 0.000
H 3.3642 0.9992 -12.0394 0.001
H 3.7919 2.8331 -10.4054 0.000
H 2.8232 2.7591 -8.1495 0.009
H 3.5494 1.3758 -5.4401 0.001
H 4.5244 3.4846 -4.5711 0.000
H 3.2033 5.6085 -4.6787 0.000
H 0.9427 5.6088 -5.7490 0.001
H -0.0398 3.4778 -6.5825 0.003
C -1.4138 -0.9452 2.3473 0.001
C -0.0940 -0.2049 2.4272 -0.001
C 1.0937 -0.6283 1.4953 0.000
C 2.4066 -0.1795 2.2145 -0.001
C 2.4462 1.2754 2.6447 0.000
C 1.1540 -2.1417 1.3192 0.001
O 1.8344 -2.9214 1.9630 0.000
N 0.2560 -2.6069 0.3485 0.005
C -0.2001 -1.8706 -0.7471 -0.033
O -1.1227 -2.3288 -1.4273 0.048
N 0.4078 -0.6750 -0.9921 0.198
C 1.0400 -0.0026 0.0503 -0.025
O 1.5594 1.0991 -0.1186 0.020
H -1.9165 -0.8409 1.3779 0.001
H -2.0891 -0.5032 3.0918 0.000
H -1.3309 -2.0067 2.6153 0.000
H -0.2825 0.8746 2.2868 0.000
H 0.3010 -0.3422 3.4507 0.000
H 2.5314 -0.8296 3.0959 0.000
H 3.2569 -0.3828 1.5478 0.000
H 1.4776 1.6477 2.9843 0.000
H 3.1494 1.3972 3.4752 0.000
H 2.7894 1.8951 1.8107 0.000
H -0.0209 -3.5791 0.3581 0.000
```

Calculated values
E_LUMO (spin up / spin down) (Eh): -0.2390 / -0.2759
M (g/mol): 893.0
2S+1: 5
Highest occupied orbital energy (spin up / spin down) (eV): -13.2007 / -14.0796
Net charge: +2
Kohn-Sham gap (spin up / spin down) (Eh): 0.246 / 0.242

Record 4
Formula: C43H48N2O3P2V
Source: the Open Molecules 2025 dataset
Level of theory: wB97M-V/def2-TZVPD

Geometry as XYZ:
```
99
Properties=species:S:1:pos:R:3:mulliken_spin:R:1
V 1.1639 0.0549 -1.6552 2.932
C 0.2410 -2.4972 -0.1656 0.006
C 0.9677 -2.6046 -1.3231 0.034
C 0.3703 -2.7098 -2.7038 -0.018
C -0.1271 -1.4349 -3.4374 0.032
C -0.9723 -0.4000 -2.7033 0.022
C -1.9260 -0.6551 -1.7561 -0.002
C -2.1953 -1.9846 -1.1797 -0.005
C -1.2472 -2.5225 -0.0166 0.017
C 1.1634 2.0121 -2.3763 -0.086
H 0.7814 -2.4981 0.7909 -0.001
H 2.0244 -2.8933 -1.2751 -0.008
H -0.4473 -3.4449 -2.6758 -0.007
H 1.1584 -3.1506 -3.3545 0.007
H 0.6802 -0.9324 -4.0032 -0.057
H -0.7920 -1.8194 -4.2220 0.019
H -0.9567 0.6134 -3.1553 0.034
H -2.4657 0.1901 -1.3125 -0.003
H -2.2038 -2.7253 -1.9920 0.001
H -3.2098 -1.9141 -0.7323 0.001
H -1.5398 -1.9886 0.9152 -0.001
H -1.5392 -3.5810 0.1857 -0.001
H 1.3179 2.5339 -1.3956 0.015
H 0.1136 2.1530 -2.7306 0.006
H 1.9477 2.2665 -3.1188 0.001
P 4.8083 -0.5459 -6.5091 -0.001
P 2.7508 1.0367 -7.5137 0.001
C 3.6772 -1.4659 -7.5768 0.000
C 2.7889 -0.6438 -8.2049 0.000
C 6.4596 -0.9523 -7.3067 0.000
C 6.6878 -2.0840 -8.1049 0.000
C 7.9610 -2.3633 -8.6259 0.000
C 9.0287 -1.4845 -8.4108 0.000
C 8.7966 -0.3262 -7.6613 0.000
C 7.5328 -0.0523 -7.1307 0.000
C 4.7179 -1.4539 -4.9362 -0.005
C 3.8350 -1.0082 -3.9193 -0.013
C 3.9541 -1.5631 -2.6422 0.014
C 4.6614 -2.7709 -2.4937 0.032
C 5.5131 -3.2261 -3.5085 0.001
C 5.5855 -2.5338 -4.7243 0.001
C 3.1179 1.8811 -9.2222 0.000
C 4.3867 1.6323 -9.7783 0.000
C 4.6804 2.0595 -11.0728 0.000
C 3.7353 2.7726 -11.8102 0.000
C 2.4856 3.0411 -11.2534 0.000
C 2.1740 2.6068 -9.9610 0.000
C 0.9644 1.3977 -7.4085 -0.001
C 0.6036 2.6869 -6.9654 -0.002
C -0.7374 3.0698 -6.9613 0.001
C -1.7202 2.1567 -7.3805 0.000
C -1.3668 0.8683 -7.7712 0.000
C -0.0266 0.4659 -7.7576 0.001
H 3.7196 -2.5515 -7.6739 0.000
H 2.1428 -0.9171 -9.0518 0.000
H 5.8723 -2.7742 -8.3063 0.000
H 8.1314 -3.2804 -9.1920 0.000
H 10.0182 -1.6919 -8.8319 0.000
H 9.6280 0.3578 -7.4823 0.000
H 7.3764 0.8541 -6.5493 0.000
H 3.0535 -0.2658 -4.1709 0.055
H 3.5363 -1.0910 -1.7303 -0.037
H 4.5368 -3.3349 -1.5660 0.000
H 6.1446 -4.1074 -3.3581 0.000
H 6.2820 -2.8392 -5.5191 0.000
H 5.1212 1.0797 -9.1939 0.000
H 5.6552 1.8337 -11.4990 0.000
H 3.9723 3.1158 -12.8126 0.000
H 1.7432 3.5921 -11.8259 0.000
H 1.1889 2.8261 -9.5429 0.000
H 1.3831 3.3893 -6.6486 0.000
H -1.0078 4.0748 -6.6501 0.000
H -2.7629 2.4649 -7.3978 0.000
H -2.1272 0.1539 -8.1024 0.000
H 0.2546 -0.5474 -8.0423 0.000
C -1.0350 -0.7996 4.9119 0.000
C -0.9665 -0.7474 3.3839 -0.001
C -0.9859 0.6925 2.7736 0.003
C -2.1613 1.5148 3.3951 0.000
C -3.5358 0.8377 3.3996 0.000
C 0.3227 1.4024 3.0970 -0.001
O 0.5132 2.1473 4.0525 0.001
N 1.3948 1.0972 2.2414 0.000
C 1.2951 0.5267 0.9783 0.016
O 2.3225 0.2077 0.2944 -0.017
N 0.0851 0.4070 0.4250 -0.019
C -1.0363 0.6416 1.1967 0.025
O -2.1266 0.8403 0.6429 0.005
H -0.5216 0.0498 5.3968 0.000
H -0.5261 -1.7257 5.2214 0.000
H -2.0741 -0.8644 5.2901 0.000
H -0.0582 -1.2354 3.0117 0.000
H -1.7992 -1.3501 3.0008 0.000
H -1.8086 1.6667 4.4261 0.000
H -2.2498 2.5039 2.9070 0.000
H -3.5934 0.0351 4.1515 0.000
H -4.3187 1.5822 3.6187 0.000
H -3.7405 0.4500 2.3930 0.000
H 2.3313 1.2917 2.5637 0.000
```

Calculated values
E_LUMO (spin up / spin down) (Eh): 0.0165 / 0.0154
M (g/mol): 753.8
2S+1: 4
Highest occupied orbital energy (spin up / spin down) (eV): -7.2064 / -7.2061
Net charge: 0
Energy relative to the best compared isomer or geometry (same formula, charge and spin) (eV): 0.3113
Kohn-Sham gap (spin up / spin down) (Eh): 0.281 / 0.280